<1>
Entry from OMol25: a 2-piece molecular cluster, C5H13OP overall (the ωB97M-V functional and the def2-TZVPD basis).

Element x y z (Å)
C (1.915, -0.974, 0.167)
C (0.961, 1.226, 0.486)
C (-0.161, -0.874, 1.319)
C (0.071, -0.474, -1.175)
C (0.644, -0.249, 0.132)
O (-3.679, 0.119, -1.993)
P (-2.617, 0.883, -1.193)
H (2.047, -2.033, 0.166)
H (2.543, -0.604, 1.081)
H (2.561, -0.490, -0.677)
H (0.964, 1.172, 1.496)
H (1.789, 1.809, 0.093)
H (0.098, 1.748, 0.262)
H (-0.109, -1.924, 1.130)
H (0.350, -0.682, 2.260)
H (-1.167, -0.526, 1.348)
H (0.287, 0.031, -2.118)
H (-0.304, -1.413, -1.356)
H (-3.285, 1.033, 0.097)
H (-2.908, 2.223, -1.527)

Properties
Multiplicity: 1
Orbital gap (spin up / spin down), eV: 6.71 / 9.01


<2>
Entry from OMol25: the molecule C5H13OP (the ωB97M-V functional and the def2-TZVPD basis).

Element x y z (Å)
C (-1.774, 0.256, -1.247)
C (-1.115, -1.571, 0.169)
C (-1.247, 0.738, 1.176)
C (3.115, 0.924, -0.208)
C (-0.957, -0.107, -0.070)
O (0.543, 0.035, -0.471)
P (1.791, -0.110, 0.635)
H (-1.569, 1.207, -1.668)
H (-1.474, -0.421, -2.019)
H (-2.828, 0.167, -0.976)
H (-2.188, -1.774, 0.411)
H (-0.484, -1.887, 1.082)
H (-0.718, -2.158, -0.736)
H (-2.218, 0.433, 1.517)
H (-0.544, 0.367, 1.977)
H (-1.148, 1.865, 1.156)
H (4.113, 0.573, 0.119)
H (3.279, 1.789, 0.341)
H (3.145, 1.062, -1.235)
H (2.278, -1.390, 0.049)

Properties
Structure (SMILES): CPOC(C)(C)C
Multiplicity: 1
Orbital gap, eV: 9.72


Most stable pick: <2>. Distance to second place: 78.8 kcal/mol.


<1>
Entry from OMol25: a 2-piece molecular cluster, C7H16N2O2 overall (the ωB97M-V functional and the def2-TZVPD basis).

Element x y z (Å)
C (0.462, -0.607, 0.411)
C (1.498, -1.320, -0.524)
C (1.922, -0.736, 2.612)
C (-1.544, 0.751, 2.117)
C (-0.174, 0.278, 2.652)
O (-0.022, 0.397, 3.875)
N (0.715, -0.369, 1.854)
H (0.273, 0.352, -0.100)
H (-0.378, -1.248, 0.343)
H (2.324, -0.627, -0.551)
H (1.126, -1.372, -1.559)
H (1.992, -0.117, 3.492)
H (-1.791, 0.229, 1.176)
H (2.062, -2.175, 0.164)
H (1.800, -2.018, 2.478)
H (2.744, -0.580, 1.837)
H (-2.334, 0.468, 2.712)
H (-1.483, 1.755, 1.819)
C (-1.629, -0.082, -3.074)
C (-0.513, 1.015, -3.059)
O (0.557, 0.889, -3.635)
N (-0.691, 1.815, -1.977)
H (-2.029, -0.363, -4.045)
H (-2.375, 0.112, -2.309)
H (0.207, 2.318, -1.787)
H (-1.550, 2.327, -1.803)
H (-1.169, -1.091, -3.121)

Properties
Structure (SMILES): CCN(C)C(C)=O.CC(N)=O
Multiplicity: 1
Orbital gap, eV: 9.30


<2>
Entry from OMol25: a 2-piece molecular cluster, C7H16N2O2 overall (the ωB97M-V functional and the def2-TZVPD basis).

Element x y z (Å)
C (-2.401, 0.432, 0.123)
C (2.091, -0.671, 0.620)
C (-0.714, -0.060, 1.899)
C (-0.073, 2.301, -0.325)
C (0.280, 0.279, -1.567)
C (1.544, 0.750, 0.479)
C (-0.803, 0.329, 0.674)
N (-0.759, -2.825, -0.831)
N (0.262, 0.859, -0.186)
O (-2.526, 1.033, -0.954)
O (-3.151, -0.148, 0.896)
H (2.940, -0.718, 1.282)
H (1.302, -1.328, 1.005)
H (2.622, -1.075, -0.341)
H (0.207, -0.309, 2.553)
H (-1.595, -0.495, 2.209)
H (-1.644, -2.549, -0.390)
H (0.223, 2.782, 0.601)
H (0.315, 2.895, -1.193)
H (-1.211, 2.244, -0.110)
H (0.922, 0.859, -2.281)
H (0.418, -0.840, -1.583)
H (-0.663, 0.532, -2.031)
H (2.192, 1.275, -0.150)
H (1.438, 1.297, 1.372)
H (-0.834, -3.339, -1.617)
H (-0.380, -3.510, -0.152)

Properties
Structure (SMILES): C=C(C(=O)[O-])[N+](C)(C)CC.N
Multiplicity: 1
Orbital gap, eV: 9.09


Most stable pick: <1>. Distance to second place: 20.0 kcal/mol.


<1>
Entry from OMol25: the molecule C2H3NOS (the ωB97M-V functional and the def2-TZVPD basis).

Element x y z (Å)
C (1.643, 0.598, -0.384)
C (-0.746, 0.094, -0.102)
N (0.306, 0.418, -0.734)
O (1.536, 3.198, -0.977)
S (2.403, 2.070, -0.576)
H (2.155, -0.282, -0.296)
H (-1.688, 0.192, -0.685)
H (-0.939, -0.265, 0.848)

Properties
Multiplicity: 1
Orbital gap (spin up / spin down), eV: 8.48 / 8.48


<2>
Entry from OMol25: the molecule C2H3NOS (the ωB97M-V functional and the def2-TZVPD basis).

Element x y z (Å)
C (1.228, 0.432, -0.173)
C (-1.086, -0.709, -0.025)
H (1.328, 1.598, 0.261)
H (-0.928, 1.232, -0.124)
H (-0.374, -1.586, 0.636)
N (-0.250, 0.362, -0.129)
O (-2.270, -0.637, -0.267)
S (2.351, -0.691, -0.179)

Properties
Structure (SMILES): O=CNC=S
Multiplicity: 1
Orbital gap, eV: 8.74


<3>
Entry from OMol25: the molecule C2H3NOS (the ωB97M-V functional and the def2-TZVPD basis).

Element x y z (Å)
C (1.315, 0.580, -0.206)
C (-1.070, -0.008, -0.307)
N (0.066, 0.423, -0.276)
O (-3.486, -0.779, -0.334)
S (-2.578, 0.595, -0.007)
H (1.831, 0.416, 0.727)
H (1.875, 0.912, -1.066)
H (-3.158, -1.505, 0.206)

Properties
Multiplicity: 1
Orbital gap, eV: 8.77


Most stable pick: <2>. Distance to second place: 16.7 kcal/mol.


<1>
Entry from OMol25: a 3-piece molecular cluster, C5H11NO overall (the ωB97M-V functional and the def2-TZVPD basis).

Element x y z (Å)
C (-2.039, 1.356, 0.196)
N (-0.799, 1.494, -0.251)
C (0.207, 0.902, 0.624)
O (0.180, 1.218, 1.807)
C (0.670, -0.295, 0.022)
C (1.043, -0.444, -1.436)
C (1.336, -1.283, 0.946)
H (-1.861, -0.445, 0.297)
H (-2.869, 1.487, -0.490)
H (-2.190, 1.468, 1.263)
H (-0.675, 1.368, -1.247)
H (-1.040, -0.724, 0.204)
H (2.136, -0.480, -1.545)
H (0.698, 0.368, -2.089)
H (0.652, -1.382, -1.850)
H (1.219, -2.307, 0.572)
H (2.415, -1.082, 1.025)
H (0.914, -1.219, 1.952)

Properties
Multiplicity: 1
Orbital gap (spin up / spin down), eV: 7.78 / 7.78


<2>
Entry from OMol25: the molecule C5H11NO (the ωB97M-V functional and the def2-TZVPD basis).

Element x y z (Å)
C (0.015, -1.184, -2.540)
N (-0.272, -0.139, -1.571)
C (-0.460, -0.517, -0.252)
O (-1.087, -1.512, 0.068)
C (0.246, 0.397, 0.753)
C (-0.511, 1.714, 0.970)
C (0.537, -0.334, 2.060)
H (1.014, -1.599, -2.369)
H (-0.027, -0.769, -3.550)
H (-0.718, -1.985, -2.442)
H (0.313, 0.679, -1.685)
H (1.206, 0.648, 0.291)
H (-1.421, 1.560, 1.560)
H (-0.803, 2.176, 0.020)
H (0.122, 2.425, 1.512)
H (1.140, 0.303, 2.716)
H (-0.385, -0.604, 2.582)
H (1.091, -1.259, 1.874)

Properties
Structure (SMILES): CNC(=O)C(C)C
Multiplicity: 1
Orbital gap, eV: 10.37


Most stable pick: <2>. Distance to second place: 92.7 kcal/mol.


<1>
Entry from OMol25: the molecule C5H11NO (the ωB97M-V functional and the def2-TZVPD basis).

Element x y z (Å)
C (2.098, -0.638, -0.364)
C (1.177, 0.097, 0.616)
C (-0.336, -0.062, 0.355)
C (-1.212, 0.467, 1.495)
N (-0.818, 0.558, -0.871)
C (-1.445, -0.124, -1.869)
O (-2.163, 0.367, -2.713)
H (1.893, -1.715, -0.350)
H (1.993, -0.283, -1.396)
H (3.149, -0.509, -0.079)
H (1.353, -0.322, 1.615)
H (1.466, 1.155, 0.671)
H (-0.515, -1.138, 0.232)
H (-1.014, -0.072, 2.424)
H (-1.042, 1.539, 1.668)
H (-2.268, 0.348, 1.223)
H (-1.097, 1.533, -0.815)
H (-1.220, -1.201, -1.840)

Properties
Structure (SMILES): CC[C@@H](C)NC=O
Multiplicity: 1
Orbital gap, eV: 10.67


<2>
Entry from OMol25: the molecule C5H11NO (the ωB97M-V functional and the def2-TZVPD basis).

Element x y z (Å)
C (-0.750, 1.935, -0.076)
C (0.142, 0.974, -0.856)
C (-0.061, -0.494, -0.469)
C (0.692, -1.429, -1.412)
N (0.456, -0.709, 0.862)
C (-0.294, -0.758, 1.872)
O (0.273, -0.965, 3.072)
H (-1.809, 1.716, -0.255)
H (-0.572, 1.866, 1.003)
H (-0.565, 2.972, -0.374)
H (-0.058, 1.074, -1.930)
H (1.199, 1.227, -0.700)
H (-1.140, -0.721, -0.522)
H (0.369, -1.277, -2.447)
H (1.769, -1.237, -1.346)
H (0.524, -2.476, -1.140)
H (1.207, -1.041, 2.796)
H (-1.382, -0.656, 1.921)

Properties
Structure (SMILES): CC[C@@H](C)/N=C/O
Multiplicity: 1
Orbital gap, eV: 10.95


<3>
Entry from OMol25: a 2-piece molecular cluster, C5H11NO overall (the ωB97M-V functional and the def2-TZVPD basis).

Element x y z (Å)
N (-1.736, -0.057, -0.977)
C (-0.253, 0.000, -1.230)
C (0.422, -0.729, -2.140)
C (1.564, 1.650, 1.742)
C (0.903, 0.788, 0.811)
C (0.312, 0.987, -0.344)
H (-2.200, 0.738, -0.539)
H (-2.247, -0.250, -1.964)
H (0.037, -1.340, -3.038)
H (1.481, -0.793, -2.146)
H (1.928, 2.595, 1.284)
H (2.413, 1.164, 2.318)
H (0.789, 2.040, 2.465)
H (0.850, -0.245, 1.037)
H (-0.061, 1.999, -0.631)
H (-0.388, -1.891, 2.181)
H (-0.931, -1.670, 0.791)
O (-0.901, -2.265, 1.506)

Properties
Structure (SMILES): C=C(N)/C=C/C.O
Multiplicity: 1
Orbital gap, eV: 9.57


<4>
Entry from OMol25: a 2-piece molecular cluster, C5H11NO overall (the ωB97M-V functional and the def2-TZVPD basis).

Element x y z (Å)
C (0.896, 1.725, -0.490)
C (1.215, 0.464, -0.918)
C (-0.406, -1.009, -0.003)
C (0.447, -2.147, 0.470)
N (-1.000, -0.204, 0.842)
C (-1.603, 1.033, 0.247)
O (-1.969, 0.923, -0.949)
H (0.335, 2.389, -1.143)
H (-0.502, 1.618, 0.355)
H (1.449, 2.182, 0.330)
H (0.917, 0.136, -1.909)
H (2.012, -0.100, -0.436)
H (-0.884, -1.009, -0.982)
H (1.121, -2.483, -0.321)
H (1.057, -1.868, 1.337)
H (-0.183, -3.000, 0.753)
H (-0.650, -0.148, 1.795)
H (-2.253, 1.497, 1.023)

Properties
Multiplicity: 1
Orbital gap, eV: 8.62


Most stable pick: <1>. Distance to second place: 10.5 kcal/mol.